Here is a cluster of 8 separate species, C23H50N2O22S3 in total from the Open Molecules 2025 dataset. Energies are from the ωB97M-V functional and the def2-TZVPD basis.

Values from the calculation:
Gap between HOMO and LUMO ... 7.5 eV
Charge ... 0
Energy above the lowest of the compared OMol25 structures with the same formula, charge and spin ... 0.603 eV
E_HOMO ... -7.616 eV

```
100
Properties=species:S:1:pos:R:3:forces:R:3
C -1.368810 0.191400 2.164150 2.15 1.83 2.33
N -0.213810 0.590400 1.150150 -2.76 1.25 -0.94
C -0.624810 1.972400 0.544150 -0.36 -0.40 0.37
C 1.093190 0.747400 1.792150 2.73 -1.86 1.22
C -0.134810 -0.376600 0.007150 0.06 -2.22 -0.95
C -0.084810 -1.863600 0.439150 1.39 -2.45 -0.23
O 0.298190 -2.537600 -0.781850 1.00 5.29 -0.63
H -1.343810 1.102400 2.913150 -1.02 -1.41 -2.02
H -1.086810 -0.562600 2.932150 0.53 -0.25 -1.31
H -2.280810 -0.141600 1.664150 0.20 0.70 -0.14
H 0.168190 2.501400 -0.007850 -0.06 -1.04 -0.06
H -0.940810 2.667400 1.316150 0.08 -0.31 0.53
H -1.501810 1.760400 -0.056850 0.05 0.10 -0.36
H 0.962190 1.266400 2.821150 0.40 -0.73 -1.94
H 1.950190 1.176400 1.101150 -2.26 -0.36 1.28
H 1.474190 -0.355600 1.940150 -0.65 2.17 0.29
H 0.740190 -0.037600 -0.590850 -0.30 -0.66 0.51
H -0.956810 -0.634600 -0.727850 -0.07 2.38 0.86
H -1.052810 -2.404600 0.617150 0.46 1.49 0.94
H 0.679190 -2.121600 1.227150 -0.92 0.28 -0.45
H 0.251190 -3.445600 -0.807850 -0.38 -4.16 0.63
N 1.006190 -5.351600 0.417150 1.82 4.14 -0.07
O 0.298190 -5.011600 1.427150 0.36 -1.59 -2.11
O 0.541190 -5.311600 -0.806850 -0.03 -0.79 2.31
O 2.285190 -5.295600 0.553150 -2.25 -1.21 -0.29
O -3.702810 -1.743600 0.415150 -0.48 0.66 -1.02
S -4.087810 -1.482600 -0.967850 0.65 -2.60 0.99
O -3.300810 -0.703600 -1.821850 2.16 1.46 -1.16
O -4.148810 -2.992600 -1.694850 -3.95 4.23 1.53
C -3.118810 -3.798600 -1.287850 2.53 1.65 -1.03
C -3.101810 -4.733600 -2.426850 1.05 -1.97 -1.84
C -5.682810 -0.869600 -1.059850 -0.58 -1.15 0.35
H -3.243810 -4.324600 -0.393850 -0.35 -0.29 1.81
H -2.239810 -3.003600 -1.223850 -0.68 -2.60 -0.14
H -2.027810 -5.104600 -2.365850 -1.33 -0.25 -0.93
H -3.334810 -4.066600 -3.348850 0.78 -1.69 1.19
H -3.885810 -5.650600 -2.384850 1.88 2.32 0.14
H -5.821810 -0.415600 -0.059850 -0.15 1.02 -1.27
H -6.105810 -1.821600 -0.842850 -1.62 -0.94 -0.34
H -5.946810 -0.523600 -2.101850 0.23 0.16 1.73
O -3.597810 2.274400 2.552150 -0.35 -0.35 0.09
S -4.614810 2.165400 1.550150 -0.57 -1.14 -3.13
O -4.305810 1.573400 0.231150 -0.17 0.53 2.51
O -5.963810 1.415400 2.129150 1.12 2.14 -0.17
C -5.807810 0.187400 2.795150 -0.41 -1.60 2.13
C -7.176810 -0.280600 3.383150 -2.35 0.96 -5.05
C -5.255810 3.782400 1.259150 -0.51 0.54 0.10
H -5.169810 0.142400 3.744150 -0.23 1.02 -1.43
H -5.342810 -0.468600 2.079150 -0.05 -0.88 -0.05
H -8.051810 -0.634600 2.495150 2.69 1.23 2.17
H -7.690810 0.546400 3.896150 0.49 -0.63 0.34
H -7.019810 -1.191600 3.853150 0.19 -1.31 1.62
H -5.994810 3.902400 0.353150 1.46 -0.53 2.09
H -4.322810 4.409400 1.124150 -1.18 -0.66 0.12
H -5.669810 3.926400 2.294150 -0.10 0.79 -1.24
O 5.938190 -0.577600 -0.135850 -0.36 -0.45 0.36
S 4.567190 -0.800600 -0.483850 -1.31 3.73 -4.06
O 3.582190 0.238400 -0.161850 1.01 -0.93 0.55
O 4.457190 -0.855600 -2.134850 0.22 0.04 -0.16
C 5.002190 0.279400 -2.897850 4.64 -0.96 2.09
C 5.107190 0.042400 -4.328850 -3.80 -2.44 -3.81
C 3.972190 -2.306600 -0.013850 -2.67 -2.37 -3.26
H 6.108190 0.344400 -2.626850 -1.20 0.02 0.50
H 4.604190 1.183400 -2.611850 -1.55 1.84 0.68
H 5.568190 0.717400 -5.128850 0.18 -0.69 2.07
H 3.993190 0.076400 -4.733850 1.92 -0.40 0.49
H 5.413190 -1.064600 -4.420850 -0.12 1.78 -0.41
H 3.976190 -1.990600 0.943150 0.23 -0.50 4.29
H 4.644190 -3.093600 -0.355850 0.02 0.01 0.68
H 2.834190 -2.630600 -0.233850 2.57 1.21 -0.05
C -0.005810 -0.761600 -3.984850 0.61 -5.30 -4.95
C 1.520190 -0.931600 -3.675850 -1.51 -0.02 -1.07
O 1.774190 0.475400 -3.523850 1.43 -1.30 0.74
C 0.657190 1.040400 -3.228850 1.13 9.56 3.72
O 0.732190 2.251400 -2.729850 -1.14 -4.96 -1.96
O -0.442810 0.399400 -3.461850 -0.38 1.16 0.98
H -0.542810 -1.639600 -3.614850 -0.28 0.42 -0.02
H -0.092810 -0.759600 -5.205850 -0.17 0.15 2.87
H 2.082190 -1.144600 -4.597850 -0.21 -0.87 0.76
H 1.651190 -1.613600 -2.790850 0.53 1.14 -0.66
C 3.085190 3.942400 -0.778850 -0.11 8.83 7.36
C 1.924190 5.040400 -0.828850 2.58 0.54 0.55
O 1.464190 5.093400 0.519150 -1.41 1.87 -1.01
C 2.097190 4.260400 1.329150 0.24 1.07 -4.14
O 1.997190 4.305400 2.475150 -0.20 -0.79 4.25
O 2.833190 3.489400 0.563150 1.85 -2.71 1.09
H 4.083190 4.348400 -0.684850 0.20 -0.09 -1.09
H 2.842190 3.227400 -1.289850 -1.62 -7.73 -6.39
H 1.157190 4.762400 -1.472850 -1.46 -0.70 -1.02
H 2.287190 6.041400 -1.132850 -0.13 -0.51 0.31
C 5.124190 1.056400 2.665150 0.27 -0.25 -1.49
C 4.328190 1.838400 3.676150 4.25 2.19 1.78
O 3.451190 0.958400 4.279150 -1.38 1.51 0.64
C 3.731190 -0.285600 3.878150 -2.68 -0.08 2.44
O 3.205190 -1.227600 4.375150 -0.19 -0.82 0.14
O 4.507190 -0.269600 2.893150 4.25 -0.15 -3.88
H 6.298190 1.085400 2.856150 -2.69 -0.52 -0.57
H 4.832190 1.369400 1.602150 0.83 -0.74 1.43
H 4.141190 2.854400 3.359150 -2.14 -0.19 -0.64
H 5.088190 2.192400 4.437150 -0.62 -0.88 0.04
```
Forces are in eV/Å.

---

Here is a cluster of 2 separate species, C4H11NO in total from the Open Molecules 2025 dataset. Energies are from the ωB97M-V functional and the def2-TZVPD basis.

Values from the calculation:
SMILES ... CC(N)=O.CC
Gap between HOMO and LUMO ... 10.7 eV
Charge ... 0
Energy above the lowest of the compared OMol25 structures with the same formula, charge and spin ... 0.607 eV
E_HOMO ... -9.872 eV

```
17
Properties=species:S:1:pos:R:3:forces:R:3
C 1.976552 0.694794 0.795419 -0.30 -1.14 0.31
C 1.625331 -0.729980 0.320965 0.47 -0.45 -1.06
H 1.931200 0.657838 1.884815 0.22 0.39 -0.01
H 2.978116 0.955556 0.474649 0.02 0.41 0.03
H 1.218121 1.405466 0.476720 0.24 0.17 -0.19
H 0.721006 -0.762586 -0.290155 0.17 -0.08 1.05
H 2.337370 -1.199959 -0.373075 0.37 0.62 0.03
H 1.638252 -1.460032 1.123071 -0.65 0.07 0.26
C -1.402795 -0.683599 -1.323113 -1.82 0.67 -1.30
C -1.794656 -0.146473 0.022681 0.96 -0.42 0.48
O -2.109398 -0.896956 0.926060 -0.25 0.09 -0.03
N -1.647307 1.186375 0.257577 -0.18 0.50 0.57
H -1.806560 -0.030372 -2.110815 0.37 0.20 0.09
H -1.972129 -1.588565 -1.492165 0.30 -0.49 0.26
H -1.839757 1.483278 1.201538 -0.07 -0.15 -0.01
H -1.500826 1.938652 -0.386389 0.08 -0.35 -0.56
H -0.352520 -0.823437 -1.507784 0.07 -0.04 0.06
```
Forces are in eV/Å.

---

Here is a structure of composition C33H34HgN6OPS3 from the Open Molecules 2025 dataset. Energies are from the ωB97M-V functional and the def2-TZVPD basis.

Values from the calculation:
Spin multiplicity ... 2
Gap between HOMO and LUMO (alpha / beta) ... 4.5 / 5.9 eV
Charge ... -2
Energy above the lowest of the compared OMol25 structures with the same formula, charge and spin ... 0.000 eV
E_HOMO (alpha / beta) ... 0.010 / -1.406 eV
<S²> ... 0.7763

```
79
Properties=species:S:1:pos:R:3:forces:R:3
Hg 1.166963 1.019314 1.421307 0.66 -0.20 -0.19
C 5.749288 -0.802634 1.012407 0.16 0.07 -0.02
C 5.478870 -1.865705 0.147358 -0.06 0.00 0.08
C 4.220176 -2.406432 0.131158 -0.01 0.06 -0.15
C 3.202613 -1.878577 0.976434 0.22 0.14 0.20
N 3.461899 -0.788721 1.737235 -0.23 -0.19 0.10
C 4.700026 -0.301100 1.756179 -0.07 0.00 -0.05
N 2.053501 -2.577524 1.042687 -0.42 0.02 -0.16
C 0.896849 -2.219196 1.604064 0.53 -0.03 -0.27
N 0.372475 -0.986855 1.926135 0.01 -0.12 0.10
C -0.894442 -1.161491 2.431038 -0.15 0.08 0.03
N -1.813845 -0.294437 2.857767 -0.11 0.02 -0.13
C -1.712022 1.020754 3.033813 0.08 0.00 0.17
C -2.914839 1.686265 3.440299 -0.10 0.13 0.02
C -2.906647 3.004295 3.788811 0.09 -0.08 -0.03
C -1.693861 3.713684 3.733443 0.05 0.10 0.03
C -0.582581 3.038934 3.282364 0.06 0.15 0.16
N -0.564104 1.751941 2.924084 -0.49 -0.16 0.19
C -1.206117 -2.567644 2.437661 0.40 -0.16 -0.18
C -2.318644 -3.290217 2.864013 -0.14 -0.02 0.04
C -2.297021 -4.666621 2.748264 -0.11 0.06 0.10
C -1.172313 -5.333312 2.224262 0.10 -0.04 -0.07
C -0.060274 -4.626109 1.809168 0.06 -0.13 -0.07
C -0.079118 -3.236187 1.906840 -0.37 0.31 0.22
H 6.733623 -0.359497 1.079229 -0.01 0.05 -0.02
H 6.260472 -2.259985 -0.493962 -0.03 -0.03 -0.01
H 3.960721 -3.235898 -0.514839 0.01 -0.04 0.05
H 4.858063 0.552176 2.408477 -0.06 0.08 -0.04
H -3.817203 1.090972 3.467438 0.00 -0.03 0.01
H -3.815762 3.505507 4.104644 -0.04 -0.06 -0.01
H -1.628294 4.756945 4.012929 0.03 -0.01 -0.01
H 0.370692 3.555303 3.209215 0.00 -0.02 -0.14
H -3.172270 -2.772562 3.285256 0.00 0.02 -0.02
H -3.146616 -5.251029 3.085717 -0.02 0.02 -0.03
H -1.180965 -6.416239 2.160182 0.01 0.00 -0.01
H 0.816013 -5.135610 1.424568 0.01 0.05 -0.03
S 3.895015 4.350989 -0.566674 0.16 0.29 -0.12
C 3.062244 3.078816 0.136060 0.08 -0.16 -0.09
S 2.556189 1.724500 -0.793120 -0.08 -0.24 0.02
S 2.664761 3.083342 1.818153 -0.07 -0.09 0.19
O -1.066059 0.227312 -0.571102 0.14 -0.47 -0.13
C -0.841883 -0.660248 -1.388864 -0.64 0.27 -0.06
C -1.985501 -1.471865 -1.980216 0.00 -0.04 0.11
C -1.970879 -2.938167 -1.529024 0.10 -0.03 -0.19
C -1.023137 -3.824806 -2.339169 0.03 0.02 0.18
C 0.448251 -3.422263 -2.265126 -0.09 0.13 -0.12
C 0.717963 -2.007924 -2.788754 -0.13 -0.13 0.13
N 0.387211 -0.959374 -1.842114 0.43 0.10 0.17
H -1.950754 -1.418650 -3.073881 -0.03 0.04 -0.02
H -2.903308 -0.990133 -1.645546 0.06 0.06 0.01
H -2.981180 -3.345295 -1.630276 0.01 0.03 0.07
H -1.705913 -2.982876 -0.470714 -0.03 -0.04 0.10
H -1.344052 -3.818702 -3.390359 0.00 -0.03 0.02
H -1.122054 -4.850637 -1.971314 -0.01 -0.02 -0.08
H 1.036995 -4.131114 -2.858182 0.01 0.02 0.04
H 0.803354 -3.468447 -1.234865 0.10 -0.06 0.12
H 0.159051 -1.842664 -3.718813 0.13 -0.02 -0.03
H 1.778194 -1.899793 -3.015467 -0.03 0.06 0.00
H 1.151803 -0.473982 -1.386925 -0.06 0.07 0.00
C 0.007553 4.880171 -0.089929 0.01 -0.11 -0.07
P -0.534895 3.118161 -0.209285 -0.17 0.44 -0.07
C -2.333548 3.407740 0.109278 0.09 -0.15 -0.04
C -0.587219 2.964763 -2.035692 -0.02 -0.02 0.00
C 0.459179 3.448397 -2.822612 -0.04 -0.02 -0.04
C 0.445273 3.274976 -4.199020 0.00 0.03 -0.03
C -0.606969 2.611586 -4.814704 0.01 0.00 -0.05
C -1.651535 2.125931 -4.041415 -0.05 -0.04 -0.03
C -1.640363 2.301096 -2.664976 0.04 0.04 -0.06
H 1.066320 4.964174 -0.331327 0.06 0.02 0.05
H -0.126173 5.200230 0.944594 0.02 0.01 0.01
H -0.573095 5.522122 -0.758707 -0.02 0.02 0.03
H -2.780540 4.037183 -0.664381 -0.03 0.00 0.01
H -2.418493 3.900818 1.077489 -0.02 -0.04 0.05
H -2.853830 2.451471 0.166380 -0.04 0.01 0.01
H 1.305036 3.944621 -2.362359 0.04 -0.02 0.03
H 1.270072 3.652773 -4.791782 0.02 -0.01 0.01
H -0.612203 2.468876 -5.889674 0.01 0.01 0.00
H -2.477884 1.604376 -4.513143 0.00 -0.01 0.02
H -2.448304 1.900009 -2.068088 -0.02 -0.01 -0.01
```
Forces are in eV/Å.